The following is a DFT calculation (ωB97M-V with the def2-TZVPD basis set) of one molecule with the formula C4H2FNOS in a non-equilibrium geometry.

```
10
Properties=species:S:1:pos:R:3:nbo_charge:R:1
F 1.46 1.05 1.66 -0.24
C 0.77 0.50 0.81 0.82
C -0.40 -0.22 1.16 -0.48
C -1.01 -0.81 0.02 0.16
N -0.72 -0.51 -1.22 -0.49
C 0.41 0.22 -1.44 0.33
S 0.93 0.98 -2.88 -0.11
O 1.32 0.54 -0.41 -0.44
H -0.83 -0.30 2.09 0.25
H -1.92 -1.44 0.22 0.21
```

Summary:
SMILES: Fc1ccnc(=S)o1
Relative energy (zero: lowest compared OMol25 entry of this formula, charge and spin): 58.4 kJ/mol
F_max: 5.47 eV Å⁻¹

---

The following is a DFT calculation (ωB97M-V with the def2-TZVPD basis set) of C5H13O4 as an isolated structure in a non-equilibrium geometry.

```
22
Properties=species:S:1:pos:R:3:nbo_charge:R:1
O 1.14 -2.32 -3.28 -0.56
C 1.28 -1.95 -2.14 0.45
C 0.48 -0.93 -1.43 -0.52
C 0.10 -1.35 0.02 -0.41
C 1.22 -1.03 1.00 -0.44
C 1.13 0.44 1.49 -0.05
O -0.09 0.71 2.09 -0.86
H 2.17 -2.30 -1.59 0.09
H -0.40 -0.59 -1.98 0.23
H 1.12 -0.05 -1.35 0.23
H -0.21 -2.39 0.05 0.19
H -0.72 -0.71 0.33 0.26
H 1.02 -1.59 1.92 0.20
H 2.28 -1.23 0.78 0.18
H 1.85 0.57 2.32 0.13
H 1.43 1.17 0.72 0.12
H -3.06 2.12 -0.27 0.51
H -2.66 3.24 -1.13 0.45
O -3.42 2.66 -1.04 -1.01
H -2.00 2.48 1.45 0.44
H -0.90 1.19 1.31 0.49
O -1.74 1.87 0.75 -1.14
```

Summary:
Charge: -1
Relative energy (zero: lowest compared OMol25 entry of this formula, charge and spin): 223.1 kJ/mol
F_max: 1.51 eV Å⁻¹

---

The following is a DFT calculation (ωB97M-V with the def2-TZVPD basis set) of a 2-piece molecular cluster, HN2O2S overall in a non-equilibrium geometry.

```
6
Properties=species:S:1:pos:R:3:nbo_charge:R:1
N 1.20 1.27 0.43 -0.81
N 2.56 -0.06 -0.04 0.49
O 2.28 -0.91 -0.92 -0.50
O 3.67 0.12 0.46 -0.48
S 0.05 1.08 -0.60 0.32
H -0.65 0.19 0.09 -0.02
```

Summary:
Charge: -1
Relative energy (zero: lowest compared OMol25 entry of this formula, charge and spin): 143.9 kJ/mol
F_max: 2.64 eV Å⁻¹